1.
Density functional theory data (ωB97M-V/def2-TZVPD) for a 8-piece molecular cluster, C4H26N2O7 overall at a distorted geometry.

Results
Electronic energy, hartree: -803.73337
<S²>: 0.755
HOMO-LUMO gap (spin up / spin down), eV: 9.9 / 4.6
HOMO level (spin up / spin down), Eh: -0.4802 / -0.4802
Charge: +1
ΔE to the lowest compared entry with this formula, charge and spin, kcal per mole: 60.14
LUMO level (spin up / spin down), eV: -3.12 / -8.51
Spin multiplicity: 2

Last column: Löwdin charge in e.
Geometry (Å):
C -1.06 -2.01 1.81  -0.1626
N -0.97 -1.29 0.53  -0.1415
C -1.39 -2.12 -0.54  -0.1375
C -1.35 -1.25 -1.97  -0.0626
N -0.82 0.13 -2.08  0.0921
C -1.74 1.05 -2.54  -0.0913
H -2.07 -2.41 2.17  0.0995
H -0.90 -1.33 2.76  0.1087
H -0.43 -2.97 1.95  0.1090
H -0.07 -0.86 0.41  0.0762
H -0.68 -2.84 -0.76  0.0776
H -2.44 -2.70 -0.44  0.1878
H -0.60 -1.81 -2.57  0.1548
H -2.20 -1.48 -2.55  0.1009
H -0.47 0.30 -1.18  0.0807
H -1.41 2.21 -2.41  0.1466
H -1.89 0.95 -3.63  0.1292
H -2.89 0.98 -2.18  0.1973
H 0.55 1.74 -3.27  0.0488
H 1.97 2.37 -2.97  0.0719
O 1.02 2.57 -2.92  -0.0672
H -3.28 1.17 2.57  0.0722
H -2.39 0.37 1.52  -0.0495
O -3.07 1.00 1.63  -0.0481
H 1.13 2.38 2.64  0.0373
H 0.84 1.03 2.81  0.0131
O 1.57 1.60 2.91  0.0048
H 1.56 -1.45 2.56  0.0509
H 2.58 -1.94 1.65  0.0298
O 1.72 -1.58 1.63  -0.0302
H 3.79 -0.65 0.76  -0.0530
H 3.91 -0.64 -0.77  0.0101
O 4.25 -0.98 0.04  -0.0270
H -1.01 1.93 0.19  -0.0209
H 0.18 2.57 -0.80  0.0736
O -0.14 2.24 0.11  -0.0485
H 2.91 1.54 1.66  0.0320
H 2.22 1.05 0.46  0.0013
O 3.10 1.14 0.80  -0.0665

---

2.
Density functional theory data (ωB97M-V/def2-TZVPD) for a 8-piece molecular cluster, C4H27N3O7S overall at a distorted geometry.

Results
Electronic energy, hartree: -1257.65150
HOMO-LUMO gap, eV: 8.5
HOMO level, Eh: -0.3110
ΔE to the lowest compared entry with this formula, charge and spin, kcal per mole: 28.80
LUMO level, eV: 0.01
SMILES: NCN[C@@H](CN)CS.O.O.O.O.O.O.O

Last column: Löwdin charge in e.
Geometry (Å):
N -1.75 -1.29 -0.13  0.0285
C -1.43 0.14 -0.26  -0.3213
N -0.35 0.57 0.59  -0.0331
C 0.26 1.85 0.19  -0.3669
C 0.70 2.64 1.48  -0.2739
N -0.40 2.87 2.39  0.0076
C 1.45 1.40 -0.68  -0.5269
S 2.85 2.53 -0.62  0.7448
H -1.02 -1.92 -0.44  0.0822
H -2.04 -1.34 0.84  0.0635
H -2.38 0.63 -0.14  0.1137
H -1.34 0.41 -1.31  0.0820
H 0.13 0.01 1.25  0.1160
H -0.50 2.49 -0.36  0.1644
H 1.08 3.62 1.12  0.0895
H 1.46 2.03 1.98  0.1119
H -1.19 3.30 1.94  0.0658
H -0.79 2.05 2.80  0.0235
H 1.71 0.36 -0.59  0.0638
H 1.23 1.57 -1.76  0.0522
H 3.97 1.80 -0.60  -0.1493
O -2.92 0.59 3.12  -0.0699
H -2.13 0.09 3.39  0.0281
H -2.46 1.02 2.36  0.0137
O 2.52 -2.47 -0.91  -0.0793
H 3.28 -2.22 -1.44  0.0452
H 1.70 -2.12 -1.33  0.0218
O 1.27 -3.40 1.68  -0.0482
H 1.51 -3.92 0.89  0.0625
H 1.37 -2.54 1.24  0.0411
O -1.15 -2.74 2.40  -0.0977
H -1.71 -2.84 3.17  0.0388
H -0.32 -3.21 2.13  -0.0078
O 1.46 -0.75 -2.76  -0.0784
H 1.03 -1.30 -3.41  0.0368
H 0.81 -0.09 -2.49  0.0027
O -0.97 -0.60 -3.08  -0.0975
H -0.91 -1.23 -3.81  0.0592
H -1.93 -0.39 -2.97  0.0486
O -3.60 -1.09 -2.15  -0.0927
H -3.11 -1.14 -1.29  -0.0046
H -3.54 -1.95 -2.56  0.0396

---

3.
Density functional theory data (ωB97M-V/def2-TZVPD) for a 11-piece molecular cluster, C4H27NO12 overall at a distorted geometry.

Results
Electronic energy, hartree: -1126.17842
HOMO-LUMO gap, eV: 9.9
HOMO level, Eh: -0.3660
ΔE to the lowest compared entry with this formula, charge and spin, kcal per mole: 95.78
LUMO level, eV: -0.08
SMILES: CC(=O)NCC=O.O.O.O.O.O.O.O.O.O.O

Last column: Löwdin charge in e.
Geometry (Å):
C -0.74 -2.74 1.86  0.0084
C -0.14 -2.53 0.51  -0.5382
O 0.03 -3.41 -0.32  0.0461
N 0.29 -1.25 0.15  0.0641
C 0.70 -0.24 1.16  -0.1510
C 2.01 0.49 0.97  -0.2283
O 2.11 1.66 1.29  0.0707
H 0.04 -2.64 2.61  0.0839
H -1.60 -2.08 2.00  0.0954
H -1.28 -3.69 1.89  0.0932
H 0.90 -1.16 -0.63  0.0943
H -0.16 0.39 1.25  0.1108
H 0.82 -0.73 2.11  0.0782
H 2.83 0.03 0.43  0.0922
O 0.73 0.60 3.98  -0.0655
H -0.18 0.49 4.26  0.0345
H 0.62 1.52 3.66  0.0117
O -1.82 3.00 0.32  -0.0471
H -2.28 3.79 0.70  0.1000
H -2.45 2.49 -0.19  0.0604
O -1.45 -1.61 -3.00  -0.0534
H -1.69 -2.54 -2.78  0.0885
H -0.51 -1.58 -2.93  0.0420
O 0.81 0.58 -3.17  -0.0678
H -0.05 0.97 -2.91  -0.0047
H 1.29 1.42 -3.21  0.0458
O -2.63 -1.00 -1.10  -0.0954
H -1.81 -0.70 -0.75  -0.0084
H -2.56 -1.67 -1.83  0.0289
O -2.22 1.15 -2.84  -0.0331
H -1.77 0.73 -3.54  0.0038
H -2.93 0.67 -2.43  0.0224
O 2.57 -2.54 2.13  -0.0080
H 2.47 -2.72 1.20  0.0318
H 2.71 -1.59 2.08  0.0137
O 3.44 -0.82 -1.28  -0.0474
H 3.26 0.09 -1.21  -0.0148
H 3.09 -0.95 -2.21  0.0802
O 0.05 3.28 -2.04  -0.0661
H 0.12 2.73 -1.24  0.0248
H -0.92 3.30 -2.02  0.0241
O -0.65 2.68 2.68  -0.0774
H -0.83 2.61 1.72  -0.0072
H -0.22 3.55 2.67  0.0640

---

4.
Density functional theory data (ωB97M-V/def2-TZVPD) for C4H27O13 as an isolated structure at a distorted geometry.

Results
Electronic energy, hartree: -1146.61130
HOMO-LUMO gap, eV: 7.0
HOMO level, Eh: -0.1595
Charge: -1
ΔE to the lowest compared entry with this formula, charge and spin, kcal per mole: 197.57
LUMO level, eV: 2.66

Last column: Löwdin charge in e.
Geometry (Å):
C -1.62 0.49 -2.12  -0.2329
O -3.00 0.76 -1.89  -0.0918
C -1.45 -1.03 -2.29  -0.1615
C -0.81 -1.64 -1.03  -0.1042
C 0.67 -1.28 -0.91  -0.6425
O 1.34 -1.92 -0.04  -0.0737
O 1.12 -0.44 -1.71  -0.0188
H -1.37 0.93 -3.10  0.1214
H -0.93 0.87 -1.37  0.0980
H -0.82 -1.22 -3.15  0.1085
H -2.44 -1.46 -2.42  0.1133
H -1.32 -1.24 -0.15  0.1066
H -1.01 -2.71 -1.00  0.1204
H 0.42 -2.73 1.17  0.0362
H -3.10 1.68 -1.60  0.1018
H -2.80 1.66 0.90  -0.0209
O -2.16 2.35 1.18  -0.0744
H -1.63 1.87 1.84  -0.0096
H -2.53 -1.76 2.73  0.0263
O -2.57 -2.22 1.87  -0.1150
H 2.46 3.46 -0.55  -0.1360
H 1.57 4.02 0.43  0.0417
O 2.08 4.32 -0.33  -0.1323
H -3.63 0.28 -0.16  0.0098
H -4.36 -0.56 0.73  0.0330
O -4.24 0.38 0.61  -0.0760
H 0.48 0.58 2.77  0.0319
H -0.97 0.21 3.25  0.0366
O -0.38 0.94 3.04  -0.0517
H 1.98 0.33 0.21  0.0088
H 0.44 0.59 -0.02  0.0191
O 1.18 0.68 0.60  -0.0379
H -1.65 -2.62 1.90  -0.0089
H -0.23 -4.24 1.52  0.0478
O -0.16 -3.32 1.74  -0.0703
H 3.66 2.98 0.76  0.1072
H 3.32 2.67 -0.67  0.0893
O 3.50 3.42 -0.08  -0.0341
H 2.62 0.20 -1.74  0.0000
H 3.93 -0.11 -0.84  -0.0095
O 3.58 0.42 -1.57  -0.0979
H 4.10 -2.36 0.14  0.0324
H 2.88 -1.61 0.64  0.0031
O 3.87 -1.60 0.68  -0.0932

---

5.
Density functional theory data (ωB97M-V/def2-TZVPD) for a 15-piece molecular cluster, C4H28F12N3O20S4 overall at a distorted geometry.

Results
Electronic energy, hartree: -4629.47416
HOMO-LUMO gap, eV: 9.0
HOMO level, Eh: -0.2720
Charge: -1
ΔE to the lowest compared entry with this formula, charge and spin, kcal per mole: 0.00
LUMO level, eV: 1.64

Last column: Löwdin charge in e.
Geometry (Å):
N 0.77 1.09 -3.29  0.2985
H 0.31 1.87 -3.75  0.1363
H 1.38 1.35 -2.50  0.0965
H 1.30 0.71 -4.08  0.1403
H 0.03 0.43 -3.02  0.0719
C 5.12 0.97 1.93  -0.6407
F 5.54 2.22 2.01  0.1289
F 5.96 0.19 2.60  0.1421
F 3.90 0.87 2.45  0.1148
S 5.05 0.37 0.08  0.6486
O 5.98 -0.71 -0.07  -0.2859
O 3.65 -0.01 0.01  -0.3187
N 5.49 1.79 -0.73  -0.2937
S 5.11 1.42 -2.20  0.5520
O 5.95 0.46 -2.90  -0.2987
O 3.68 1.19 -2.38  -0.3644
C 5.37 3.02 -3.20  -0.6539
F 4.84 2.81 -4.41  0.1282
F 4.81 4.11 -2.67  0.1177
F 6.68 3.31 -3.29  0.1145
C 0.11 -0.04 2.45  -0.6476
F 1.44 0.08 2.54  0.1255
F -0.15 -1.13 3.17  0.1670
F -0.54 0.96 2.99  0.1538
S -0.42 -0.28 0.68  0.7119
O -0.20 0.97 -0.02  -0.2814
O 0.33 -1.39 0.17  -0.2651
N -2.10 -0.52 0.92  -0.3269
S -2.43 -1.87 0.16  0.6756
O -1.93 -1.83 -1.21  -0.3297
O -2.05 -3.04 0.95  -0.2865
C -4.32 -1.92 0.19  -0.6657
F -4.81 -1.11 -0.75  0.1477
F -4.69 -3.16 -0.05  0.1678
F -4.76 -1.53 1.37  0.1765
O -2.04 3.99 1.92  -0.0374
H -1.41 3.25 1.98  0.0263
H -2.41 4.06 2.80  0.0455
O -2.48 1.71 5.46  -0.0777
H -2.44 1.25 4.59  -0.0127
H -2.88 2.56 5.27  0.0130
O -3.39 0.84 2.93  -0.0833
H -2.86 0.36 2.24  -0.0124
H -3.71 1.63 2.48  0.0342
O 2.15 1.36 4.97  -0.0529
H 2.21 0.95 4.09  -0.0103
H 1.64 2.16 4.83  0.0330
O 0.65 -4.32 0.27  -0.0616
H 0.41 -3.39 0.18  -0.0227
H 0.35 -4.56 1.15  0.0342
O -2.07 1.26 -2.60  -0.0640
H -2.49 2.08 -2.35  0.0401
H -1.70 0.91 -1.77  -0.0081
O -2.38 -4.54 -1.60  -0.0668
H -1.62 -4.50 -2.19  0.0373
H -3.13 -4.21 -2.13  0.0003
O 1.34 3.27 -0.99  -0.0531
H 2.22 3.51 -0.69  0.0457
H 0.85 3.09 -0.18  0.0154
O -3.48 -5.43 1.38  -0.0785
H -3.83 -5.96 0.65  0.0238
H -2.99 -4.72 0.95  -0.0275
O 0.17 -1.56 -2.86  -0.0690
H -0.45 -2.00 -2.24  0.0051
H 1.04 -1.89 -2.61  0.0664
O -3.17 1.85 0.02  -0.0716
H -2.62 2.51 0.47  0.0048
H -2.82 0.99 0.33  -0.0364
O -3.83 -3.01 -3.42  -0.0451
H -3.27 -3.13 -4.19  0.0577
H -3.91 -2.05 -3.33  0.0511

---

6.
Density functional theory data (ωB97M-V/def2-TZVPD) for a 11-piece molecular cluster, C4H29N2O12 overall at a distorted geometry.

Results
Electronic energy, hartree: -1182.33024
HOMO-LUMO gap, eV: 8.6
HOMO level, Eh: -0.2121
Charge: -1
ΔE to the lowest compared entry with this formula, charge and spin, kcal per mole: 0.00
LUMO level, eV: 2.79

Last column: Löwdin charge in e.
Geometry (Å):
C 1.82 -0.25 -0.13  -0.1993
C 2.98 0.75 -0.04  -0.1738
C 2.62 2.09 -0.78  -0.2791
N 1.34 2.69 -0.45  0.0039
N 0.81 0.15 0.84  0.0491
C -0.51 -0.25 0.89  -0.7088
O -1.04 -0.30 2.01  -0.0284
O -1.14 -0.41 -0.23  -0.0973
H 1.46 -0.31 -1.13  0.0904
H 2.18 -1.22 0.24  0.1145
H 3.25 0.91 1.00  0.1035
H 3.81 0.32 -0.60  0.1014
H 3.50 2.71 -0.70  0.0946
H 2.53 1.80 -1.82  0.0986
H 1.19 2.92 0.53  0.0287
H 0.60 2.02 -0.57  0.0473
H 1.14 0.47 1.73  0.1187
H 0.80 -3.73 1.66  0.0585
H -0.49 -3.36 0.89  0.0156
O 0.46 -3.55 0.78  -0.0497
H -2.18 0.95 -2.82  0.0237
H -1.09 0.03 -3.21  -0.0235
O -1.68 0.70 -3.60  -0.0818
H -2.64 0.38 0.85  0.0105
H -4.11 0.51 1.25  0.0442
O -3.28 1.00 1.24  -0.0742
H -3.07 3.28 -0.05  0.0299
H -1.80 3.57 0.73  0.0202
O -2.75 3.50 0.83  -0.0612
H -0.17 2.23 2.99  0.0046
H 0.05 3.60 2.58  0.0390
O 0.53 2.76 2.55  -0.0830
H -2.73 -2.29 1.50  0.0458
H -1.72 -2.07 0.42  0.0029
O -2.26 -2.79 0.82  -0.0711
H -2.31 1.72 3.02  0.0184
H -1.34 0.71 3.72  0.0200
O -1.73 1.59 3.78  -0.0764
H -0.78 -1.14 -1.67  0.0147
H 0.25 -0.80 -2.79  0.0256
O -0.39 -1.47 -2.53  -0.0871
H 0.71 -4.18 -0.88  -0.0058
H -0.09 -3.73 -2.10  0.0163
O 0.70 -4.23 -1.85  -0.0851
H 2.44 -2.09 -2.31  0.0072
H 1.72 -2.94 -3.36  0.0079
O 2.39 -2.27 -3.25  -0.0701

---

- Which of these has the highest ΔE to the lowest compared entry with this formula, charge and spin?
  C4H27O13